1.
Molecular formula: C3H5N5
Method: DFT, ωB97M-V/def2-TZVPD

Last columns: bonded neighbours and bond lengths (Å).
Geometry (Å):
1 N -2.4080 -0.0581 0.6292  C2 1.569, H9 0.957, H10 1.046
2 C -1.3883 -1.1835 0.2352  N1 1.569, C3 1.323, H11 1.324, H12 1.245
3 C -0.2909 -0.5002 -0.0486  C2 1.323, N4 1.435, N8 1.321
4 N 0.4282 -0.6780 -1.2772  C3 1.435, N5 1.382
5 N 1.4858 0.2096 -1.3256  N4 1.382, C6 1.383
6 C 1.7716 1.1738 -0.3757  N5 1.383, N7 1.374, H13 1.179
7 N 1.0771 1.2164 0.8089  C6 1.374, N8 1.422
8 N 0.1847 0.1278 1.0116  C3 1.321, N7 1.422
9 H -2.2770 -0.0298 1.5770  N1 0.957
10 H -3.0225 -0.9046 0.6591  N1 1.046
11 H -1.1314 -1.8473 1.3512  C2 1.324
12 H -1.8925 -1.9668 -0.5900  C2 1.245
13 H 2.3957 2.0844 -0.7902  C6 1.179

HOMO-LUMO gap = 8.48 eV
LUMO level = -1.2 eV
HOMO energy = -9.7 eV
Total charge = 0

***

2.
Molecular formula: C3H5N5
Method: DFT, ωB97M-V/def2-TZVPD

Last columns: bonded neighbours and bond lengths (Å).
Geometry (Å):
1 N -2.2760 0.8445 0.2617  N2 1.403, H9 1.105, H10 1.025
2 N -2.2058 -0.4549 -0.2626  N1 1.403, C3 1.262
3 C -1.0652 -0.9923 -0.2108  N2 1.262, N4 1.477, H11 1.198
4 N 0.2102 -0.3630 0.1866  C3 1.477, C5 1.326, N8 1.323
5 C 0.5129 0.8638 -0.2170  N4 1.326, C6 1.346, H12 1.068
6 C 1.8521 0.9918 -0.1821  C5 1.346, N7 1.363, H13 1.062
7 N 2.3125 -0.2647 0.0771  C6 1.363, N8 1.257
8 N 1.3455 -1.0275 0.3288  N4 1.323, N7 1.257
9 H -3.3414 1.1352 0.2869  N1 1.105
10 H -1.6922 0.9238 1.0999  N1 1.025
11 H -0.9597 -1.9269 -0.9529  C3 1.198
12 H -0.0075 1.7757 -0.4127  C5 1.068
13 H 2.4968 1.7724 -0.5036  C6 1.062

HOMO-LUMO gap = 10.44 eV
LUMO level = 0.8 eV
HOMO energy = -9.6 eV
Total charge = 0

***

Quick one: least stable of them? 1

***

1.
Molecular formula: C3H5N5
Method: DFT, ωB97M-V/def2-TZVPD

Last columns: bonded neighbours and bond lengths (Å).
Geometry (Å):
1 N 2.4769 -0.1349 -0.2926  N2 1.291, H9 0.978, H10 1.000
2 N 1.5101 -0.9895 -0.2538  N1 1.291, C3 1.315
3 C 0.3221 -0.6081 0.1614  N2 1.315, C4 1.499, N8 1.394
4 C -0.1029 0.7986 0.4564  C3 1.499, C5 1.371, H11 1.029
5 C -1.3690 0.8975 -0.0599  C4 1.371, N6 1.382, H12 1.091
6 N -2.0599 -0.1960 -0.5452  C5 1.382, N7 1.436, H13 0.934
7 N -1.7571 -1.4697 0.0442  N6 1.436, N8 1.273
8 N -0.5516 -1.6676 0.4010  C3 1.394, N7 1.273
9 H 3.3587 -0.5492 -0.3771  N1 0.978
10 H 2.5134 0.6601 0.3135  N1 1.000
11 H 0.5735 1.5226 0.7325  C4 1.029
12 H -1.9252 1.8358 -0.0567  C5 1.091
13 H -2.9889 -0.0995 -0.5237  N6 0.934

HOMO-LUMO gap = 8.34 eV
LUMO level = 0.6 eV
HOMO energy = -7.8 eV
Total charge = 0

***

2.
Molecular formula: C3H5N5
Method: DFT, ωB97M-V/def2-TZVPD

Last columns: bonded neighbours and bond lengths (Å).
Geometry (Å):
1 H 1.0950 1.7671 0.7618  N2 1.076
2 N 1.9219 1.2545 0.3014  H1 1.076, C3 1.373
3 C 1.2452 0.1167 -0.0622  N2 1.373, N4 1.294, N5 1.349
4 N 1.6303 -1.1140 -0.1748  C3 1.294, H10 1.036, H11 0.946
5 N -0.0994 0.1312 -0.1700  C3 1.349, C6 1.247, N9 1.382
6 C -0.9148 1.0567 -0.3555  N5 1.247, N7 1.354, H12 1.204
7 N -2.2014 0.7318 -0.0871  C6 1.354, C8 1.422
8 C -1.9544 -0.6029 0.3374  N7 1.422, N9 1.333, H13 1.196
9 N -0.7498 -1.0740 0.0140  N5 1.382, C8 1.333
10 H 2.6580 -1.2016 -0.2711  N4 1.036
11 H 0.9357 -1.7525 -0.2372  N4 0.946
12 H -0.9083 2.2483 -0.5267  C6 1.204
13 H -2.6580 -1.5613 0.4702  C8 1.196

HOMO-LUMO gap = 9.77 eV
LUMO level = 0.5 eV
HOMO energy = -9.3 eV
Total charge = 0

***

3.
Molecular formula: C3H5N5
Method: DFT, ωB97M-V/def2-TZVPD

Last columns: bonded neighbours and bond lengths (Å).
Geometry (Å):
1 H -2.3541 0.5859 -0.7219  N2 1.010
2 N -1.7289 0.2102 -1.4200  H1 1.010, C3 1.300
3 C -0.5264 -0.0714 -1.0154  N2 1.300, N4 1.376, C5 1.559
4 N 0.4121 -0.4304 -1.9561  C3 1.376, H10 0.980, H11 1.018
5 C 0.0503 0.1566 0.4151  C3 1.559, C6 1.375, N9 1.351
6 C 1.3569 0.2631 0.8309  C5 1.375, N7 1.355, H12 1.110
7 N 1.3561 0.3106 2.1846  C6 1.355, N8 1.230
8 N 0.2170 0.2163 2.6391  N7 1.230, N9 1.442
9 N -0.7078 0.1700 1.5333  C5 1.351, N8 1.442, H13 1.035
10 H 1.2533 -0.8894 -1.7520  N4 0.980
11 H 0.0278 -0.7971 -2.8245  N4 1.018
12 H 2.3549 0.2520 0.3453  C6 1.110
13 H -1.7113 0.0237 1.7417  N9 1.035

HOMO-LUMO gap = 10.44 eV
LUMO level = 0.7 eV
HOMO energy = -9.7 eV
Total charge = 0

***

Quick one: least stable of them? 1

***

1.
Molecular formula: C5H12NO
Method: DFT, ωB97M-V/def2-TZVPD

Last columns: bonded neighbours and bond lengths (Å).
Geometry (Å):
1 C -0.3950 0.8099 -2.0964  N2 1.407, H8 1.120, H9 1.094, H10 1.132
2 N -1.1858 0.1777 -1.1193  C1 1.407, C3 1.272, H11 0.984
3 C -0.7701 -0.2299 0.0118  N2 1.272, C4 1.455, C5 1.808
4 C -1.5374 -1.0726 0.9160  C3 1.455, H12 1.040, H13 1.107, H14 1.059
5 C 0.8498 0.4462 0.4451  C3 1.808, C6 1.533, O7 1.530, H15 1.025
6 C 1.2763 -0.3462 1.6857  C5 1.533, H16 1.158, H17 1.032, H18 1.052
7 O 2.1752 0.7944 -0.2361  C5 1.530, H19 0.937
8 H -0.6907 1.8712 -2.2979  C1 1.120
9 H 0.6654 1.0504 -1.9722  C1 1.094
10 H -0.4119 0.2649 -3.0882  C1 1.132
11 H -2.0929 -0.0195 -1.4444  N2 0.984
12 H -2.4560 -1.1836 0.4416  C4 1.040
13 H -1.7920 -0.3949 1.7535  C4 1.107
14 H -1.0674 -1.9827 1.1858  C4 1.059
15 H 0.4103 1.3551 0.6214  C5 1.025
16 H 2.0093 -1.1001 1.2005  C6 1.158
17 H 0.5035 -0.7038 2.2691  C6 1.032
18 H 1.8995 0.2173 2.3187  C6 1.052
19 H 2.6100 0.0461 -0.5945  O7 0.937

HOMO-LUMO gap = 10.73 eV
LUMO level = -4.3 eV
HOMO energy = -15.0 eV
Total charge = +1

***

2.
Molecular formula: C5H12NO
Method: DFT, ωB97M-V/def2-TZVPD

Last columns: bonded neighbours and bond lengths (Å).
Geometry (Å):
1 C -0.5274 0.0236 0.0436  N6 1.347, H8 1.012, H9 1.082
2 C 1.9404 1.0682 2.6739  O7 1.286, H10 1.034, H11 1.123
3 C 2.2150 2.1467 0.6249  O7 1.287, H12 1.072, H13 1.082
4 C -1.5628 -0.3314 -2.1421  N6 1.431, H14 1.041, H15 1.106, H16 1.106
5 C -1.3440 -2.1584 -0.5814  N6 1.422, H17 1.030, H18 1.045, H19 1.110
6 N -1.1169 -0.7826 -0.8597  C1 1.347, C4 1.431, C5 1.422
7 O 2.6175 1.5781 1.7068  C2 1.286, C3 1.287
8 H -0.2025 -0.4023 0.9016  C1 1.012
9 H -0.2309 1.0401 -0.1803  C1 1.082
10 H 0.9089 1.1088 2.6214  C2 1.034
11 H 2.6771 0.7016 3.4381  C2 1.123
12 H 3.0142 2.2799 -0.0768  C3 1.072
13 H 1.1717 2.3237 0.3976  C3 1.082
14 H -1.3096 0.6739 -2.2390  C4 1.041
15 H -1.1182 -1.0906 -2.8118  C4 1.106
16 H -2.6596 -0.4298 -2.0421  C4 1.106
17 H -1.0239 -2.8326 -1.2913  C5 1.030
18 H -1.0103 -2.5995 0.3054  C5 1.045
19 H -2.4387 -2.3172 -0.4888  C5 1.110

HOMO-LUMO gap (alpha / beta) = 5.28 / 5.27 eV
LUMO level (alpha / beta) = -5.4 / -5.4 eV
HOMO energy (alpha / beta) = -10.7 / -10.7 eV
Total charge = +1

***

Quick one: least stable of them? 2

***

1.
Molecular formula: C5H12NO
Method: DFT, ωB97M-V/def2-TZVPD

Last columns: bonded neighbours and bond lengths (Å).
Geometry (Å):
1 O 1.1482 -3.1303 1.8964  C2 1.198
2 C 0.5905 -2.1502 1.4910  O1 1.198, C3 1.513, H5 1.100
3 C 0.9278 -1.6098 0.1188  C2 1.513, N4 1.508, H6 1.089, H7 1.089
4 N 2.1527 -2.3496 -0.3586  C3 1.508, H8 1.024, H9 1.024, H10 1.022
5 H -0.1536 -1.5957 2.0820  C2 1.100
6 H 0.1242 -1.7994 -0.5908  C3 1.089
7 H 1.1570 -0.5453 0.1076  C3 1.089
8 H 2.5448 -1.9153 -1.1988  N4 1.024
9 H 2.8670 -2.3602 0.3744  N4 1.024
10 H 1.9436 -3.3291 -0.5625  N4 1.022
11 C -1.8160 3.0835 -1.1437  C12 1.490, H14 1.086, H15 1.091, H16 1.093
12 C -1.3654 2.4404 0.1231  C11 1.490, C13 1.321, H17 1.086
13 C -1.0450 1.1714 0.3011  C12 1.321, H18 1.084, H19 1.085
14 H -1.2077 3.9437 -1.4065  C11 1.086
15 H -1.8479 2.3687 -1.9679  C11 1.091
16 H -2.8478 3.4182 -1.0121  C11 1.093
17 H -1.2828 3.1061 0.9771  C12 1.086
18 H -0.7960 0.7933 1.2862  C13 1.084
19 H -1.0936 0.4599 -0.5168  C13 1.085

HOMO-LUMO gap = 8.78 eV
LUMO level = -4.0 eV
HOMO energy = -12.8 eV
Total charge = +1

***

2.
Molecular formula: C5H12NO
Method: DFT, ωB97M-V/def2-TZVPD

Last columns: bonded neighbours and bond lengths (Å).
Geometry (Å):
1 C -1.2793 2.1954 0.9217  C2 1.544, H8 1.097, H9 1.125, H10 1.078
2 C -1.2922 0.9429 0.0188  C1 1.544, C3 1.576, H11 1.087, H12 1.097
3 C -0.4316 -0.2737 0.5330  C2 1.576, C4 1.506, H13 1.094, H14 1.126
4 C 0.7710 -0.6029 -0.3109  C3 1.506, N5 1.583, C6 1.496, H15 1.107
5 N 1.5599 -1.9120 0.1003  C4 1.583, H16 1.025, H17 1.026, H18 1.019
6 C 0.6937 -0.5141 -1.8021  C4 1.496, O7 1.210, H19 1.095
7 O 0.6859 -1.5433 -2.4382  C6 1.210
8 H -2.2677 2.3783 1.3605  C1 1.097
9 H -0.5692 2.0988 1.7892  C1 1.125
10 H -1.0582 3.1049 0.3862  C1 1.078
11 H -2.3066 0.6397 -0.2286  C2 1.087
12 H -0.6661 1.2137 -0.8401  C2 1.097
13 H -1.1597 -1.0901 0.5213  C3 1.094
14 H -0.1701 -0.4611 1.6125  C3 1.126
15 H 1.5731 0.0498 0.0829  C4 1.107
16 H 0.8772 -2.6694 0.2055  N5 1.025
17 H 2.0353 -1.7393 0.9929  N5 1.026
18 H 2.3099 -2.2265 -0.5139  N5 1.019
19 H 0.6945 0.4089 -2.3911  C6 1.095

HOMO-LUMO gap = 10.95 eV
LUMO level = -3.8 eV
HOMO energy = -14.8 eV
Total charge = +1

***

Quick one: least stable of them? 2

***

1.
Molecular formula: C5H12NO
Method: DFT, ωB97M-V/def2-TZVPD

Last columns: bonded neighbours and bond lengths (Å).
Geometry (Å):
1 C 1.7109 1.8592 -1.0020  C2 1.565, H7 1.083, H8 1.075, H9 1.094
2 C 0.8116 1.5404 0.2386  C1 1.565, C3 1.496, H10 1.088, H11 1.085
3 C 0.5871 0.0654 0.3529  C2 1.496, C4 1.320, N6 1.444
4 C 1.4517 -0.8162 0.8195  C3 1.320, H12 1.085, H13 1.085
5 C -1.7973 0.0694 -0.2299  N6 1.275, H14 1.076, H15 1.084
6 N -0.6382 -0.4607 -0.2016  C3 1.444, C5 1.275, H16 1.019
7 H 2.7271 1.9566 -0.6397  C1 1.083
8 H 1.3693 2.6619 -1.6308  C1 1.075
9 H 1.7808 0.9545 -1.6137  C1 1.094
10 H -0.0959 2.1408 0.2145  C2 1.088
11 H 1.3730 1.8613 1.1101  C2 1.085
12 H 2.4475 -0.5058 1.1190  C4 1.085
13 H 1.1796 -1.8634 0.8979  C4 1.085
14 H -2.5762 -0.4617 -0.7490  C5 1.076
15 H -1.9430 1.0343 0.2411  C5 1.084
16 H -0.5886 -1.4446 -0.4639  N6 1.019
17 H -2.2251 -2.5750 1.1361  O19 0.967
18 H -3.2505 -3.1558 0.1831  O19 0.973
19 O -2.3238 -2.8606 0.2179  H17 0.967, H18 0.973

HOMO-LUMO gap = 9.20 eV
LUMO level = -5.2 eV
HOMO energy = -14.4 eV
Total charge = +1

***

2.
Molecular formula: C5H12NO
Method: DFT, ωB97M-V/def2-TZVPD

Last columns: bonded neighbours and bond lengths (Å).
Geometry (Å):
1 C -1.2913 2.5316 -1.4289  C2 1.496, H5 1.093, H6 1.094, H7 1.092
2 C -0.8336 1.1076 -1.3955  C1 1.496, C3 1.328, H8 1.092
3 C 0.4238 0.7258 -1.5896  C2 1.328, N4 1.483, H9 1.081
4 N 0.7646 -0.7104 -1.4415  C3 1.483, H10 1.056, H11 1.022, H12 1.021
5 H -0.5171 3.1001 -1.9510  C1 1.093
6 H -2.2138 2.5928 -2.0132  C1 1.094
7 H -1.4792 2.9791 -0.4504  C1 1.092
8 H -1.5001 0.3248 -1.0282  C2 1.092
9 H 1.2721 1.3435 -1.8508  C3 1.081
10 H 0.4065 -1.1198 -0.5362  N4 1.056
11 H 0.4349 -1.2707 -2.2302  N4 1.022
12 H 1.7810 -0.8037 -1.4509  N4 1.021
13 O 0.0911 -1.9081 0.9995  C14 1.220
14 C 0.1507 -0.9019 1.6871  O13 1.220, C15 1.487, H16 1.107
15 C 0.5720 -0.7877 3.1088  C14 1.487, H17 1.096, H18 1.091, H19 1.093
16 H -0.2184 0.0364 1.2296  C14 1.107
17 H -0.2612 -1.0348 3.7767  C15 1.096
18 H 0.8030 0.2609 3.3014  C15 1.091
19 H 1.4191 -1.4473 3.3118  C15 1.093

HOMO-LUMO gap = 10.91 eV
LUMO level = -3.3 eV
HOMO energy = -14.2 eV
Total charge = +1

***

Quick one: least stable of them? 1

***

1.
Molecular formula: C6H9N2O2
Method: DFT, ωB97M-V/def2-TZVPD

Last columns: bonded neighbours and bond lengths (Å).
Geometry (Å):
1 C -2.1115 1.9585 1.9499  C4 1.450, H10 1.100, H11 1.091, H12 1.090
2 C 1.0881 0.5293 1.8039  N5 1.395, N6 1.305, H8 1.078
3 C -0.4761 0.6652 0.3143  C4 1.441, N5 1.318, H9 1.077
4 C -0.8825 1.3091 1.5372  C1 1.450, C3 1.441, N6 1.361
5 N 0.6557 0.0400 0.5709  C2 1.395, C3 1.318, H7 1.146
6 N 0.1416 1.1806 2.4237  C2 1.305, C4 1.361
7 H 1.3313 -0.3838 -0.2524  N5 1.146
8 H 2.1039 0.4246 2.1502  C2 1.078
9 H -0.8713 0.6441 -0.6875  C3 1.077
10 H -2.3023 1.4925 2.9279  C1 1.100
11 H -2.9209 1.6087 1.3075  C1 1.091
12 H -2.0156 3.0382 2.0660  C1 1.090
13 C 0.2652 -2.0100 -2.4150  C14 1.546, H17 1.084, H18 1.092, H19 1.079
14 C 1.7286 -1.5841 -2.1567  C13 1.546, O15 1.313, O16 1.220
15 O 1.8320 -0.4276 -1.5438  C14 1.313
16 O 2.6846 -2.2209 -2.5689  C14 1.220
17 H -0.4515 -1.5065 -1.7760  C13 1.084
18 H 0.2112 -3.0887 -2.2505  C13 1.092
19 H -0.0105 -1.6692 -3.4006  C13 1.079

<S²> = 0.76
Spin multiplicity = 2
HOMO-LUMO gap (alpha / beta) = 8.67 / 4.71 eV
LUMO level (alpha / beta) = 0.2 / -3.7 eV
HOMO energy (alpha / beta) = -8.5 / -8.5 eV
Total charge = 0

***

2.
Molecular formula: C6H9N2O2
Method: DFT, ωB97M-V/def2-TZVPD

Last columns: bonded neighbours and bond lengths (Å).
Geometry (Å):
1 C -3.9952 -1.0919 -0.0925  C2 1.505, H5 1.102, H6 1.081, H7 1.093
2 C -2.6339 -0.4505 -0.0989  C1 1.505, O3 1.293, O4 1.242
3 O -2.0996 -0.2771 1.0655  C2 1.293
4 O -2.1991 0.1533 -1.0936  C2 1.242
5 H -4.4972 -1.0581 0.8879  C1 1.102
6 H -4.1957 -2.0945 -0.4443  C1 1.081
7 H -4.6658 -0.3729 -0.5698  C1 1.093
8 C 3.5471 1.0467 -0.8717  C11 1.479, H17 1.096, H18 1.081, H19 1.100
9 C 1.4335 -0.6898 1.2896  N12 1.413, N13 1.328, H15 1.084
10 C 1.0426 0.7895 -0.2502  C11 1.397, N12 1.326, H16 1.084
11 C 2.3884 0.4181 -0.2005  C8 1.479, C10 1.397, N13 1.368
12 N 0.4081 -0.0453 0.5618  C9 1.413, C10 1.326, H14 1.077
13 N 2.6437 -0.5092 0.7730  C9 1.328, C11 1.368
14 H -0.6510 -0.0801 0.7522  N12 1.077
15 H 1.3373 -1.1552 2.2642  C9 1.084
16 H 0.6015 1.5434 -0.8915  C10 1.084
17 H 3.2820 1.9484 -1.4355  C8 1.096
18 H 4.0833 0.3767 -1.5284  C8 1.081
19 H 4.1701 1.5487 -0.1171  C8 1.100

<S²> = 0.76
Spin multiplicity = 2
HOMO-LUMO gap (alpha / beta) = 8.54 / 4.57 eV
LUMO level (alpha / beta) = 0.2 / -3.8 eV
HOMO energy (alpha / beta) = -8.3 / -8.3 eV
Total charge = 0

***

Quick one: least stable of them? 2